Record 1
Here is a molecular structure, C21H37BBaClN4O4 in a non-equilibrium geometry from the Open Molecules 2025 dataset. Energies are from the ωB97M-V functional and the def2-TZVPD basis.

Results
HOMO-LUMO gap = 4.9 eV
relative energy (zero: lowest compared OMol25 entry of this formula, charge and spin) = 14.7623 eV
E = -50410.996 eV

Geometry as ORCA input:
```
! wB97M-V def2-TZVPD RIJCOSX def2/J DEFGRID3
* xyz -1 1
O -0.620 0.861 -0.924
C -0.031 1.428 -2.060
C -0.399 0.666 -3.312
C -0.922 -0.621 -3.243
H -1.097 -1.048 -2.267
C -1.224 -1.331 -4.396
H -1.618 -2.338 -4.323
C -1.021 -0.756 -5.643
H -1.256 -1.307 -6.545
C -0.521 0.537 -5.724
H -0.368 0.999 -6.691
C -0.212 1.238 -4.567
H 0.183 2.244 -4.632
H -0.387 2.455 -2.194
C 1.833 2.596 -0.855
C 1.469 1.505 -1.808
H 2.846 2.967 -0.986
H 1.714 2.257 0.173
H 1.152 3.443 -0.976
C 2.323 0.645 -2.367
C 3.800 0.571 -2.178
H 1.919 -0.085 -3.061
H 4.359 0.719 -3.098
H 4.092 -0.400 -1.771
H 4.143 1.317 -1.456
Ba 0.177 0.011 0.545
Cl 2.393 0.217 -0.103
C 1.750 -1.536 2.466
O 0.772 -0.774 2.398
N 2.145 -2.127 3.597
C 1.752 -1.615 4.894
C 2.970 -3.315 3.568
H 2.348 -1.769 1.587
H 1.066 -0.790 4.750
H 2.627 -1.268 5.446
H 1.262 -2.396 5.475
H 3.050 -3.681 2.549
H 2.533 -4.100 4.186
H 3.971 -3.097 3.941
H -4.924 -0.972 -1.422
H -4.301 -2.707 0.585
C -3.843 -0.839 -1.410
C -3.287 -2.320 0.481
N -3.336 -0.974 -0.062
H -3.607 0.146 -1.803
C -2.737 0.039 0.548
O -1.787 -0.054 1.345
H -2.782 -2.308 1.438
H -3.173 1.018 0.310
H -3.386 -1.593 -2.050
H -2.723 -2.956 -0.196
H 0.344 4.217 3.948
H -2.119 4.995 3.049
C 0.544 4.285 2.878
C -1.732 4.798 2.050
N -0.619 3.875 2.119
H 1.385 3.646 2.632
C -0.622 2.727 1.441
O 0.268 1.867 1.543
H -2.513 4.361 1.440
H -1.461 2.591 0.760
H 0.815 5.310 2.631
H -1.413 5.743 1.609
B -0.401 -4.885 1.302
C -0.167 -3.670 0.374
N -0.002 -2.662 -0.166
H 0.321 -5.770 0.975
H -1.194 -5.604 0.787
H -0.523 -4.627 2.463
*
```

***

Record 2
Here is 3 unconnected molecules or ions with the total composition C21H37BCl2NO11 in a non-equilibrium geometry from the Open Molecules 2025 dataset. Energies are from the ωB97M-V functional and the def2-TZVPD basis.

Results
HOMO-LUMO gap = 7.6 eV
E = -72112.878 eV

Geometry as ORCA input:
```
! wB97M-V def2-TZVPD RIJCOSX def2/J DEFGRID3
* xyz -1 1
C 3.671 1.725 2.003
C 3.537 0.758 0.825
O 3.579 -0.601 1.244
C 2.319 -1.258 1.146
C 1.983 -1.739 -0.266
C 1.182 -0.788 -1.167
C 0.025 -0.062 -0.485
C -0.976 -1.022 0.158
C -2.118 -0.386 0.937
C -1.645 0.431 2.146
C -1.367 -0.448 3.361
O -0.504 0.256 4.280
O -2.912 -1.454 1.485
B -3.898 -1.776 0.436
C -5.042 -2.820 0.839
Cl -5.789 -2.607 2.429
C -5.529 -3.836 0.123
C -6.627 -4.764 0.567
Cl -4.940 -4.197 -1.477
O -4.349 -0.406 -0.016
C -3.258 0.357 0.141
O -2.831 1.008 -1.172
C -2.303 2.158 -0.937
N -1.805 3.165 -0.712
H 4.730 1.943 2.142
H 3.306 1.288 2.929
H 3.159 2.657 1.777
H 4.380 0.906 0.148
H 2.623 0.984 0.281
H 1.536 -0.645 1.598
H 2.420 -2.141 1.778
H 2.949 -1.910 -0.748
H 1.512 -2.718 -0.204
H 1.829 -0.044 -1.632
H 0.766 -1.384 -1.983
H 0.423 0.622 0.267
H -0.456 0.566 -1.230
H -1.380 -1.658 -0.626
H -0.445 -1.689 0.839
H -0.759 1.023 1.916
H -2.427 1.135 2.426
H -2.307 -0.658 3.857
H -0.903 -1.383 3.054
H 0.237 -0.326 4.462
H -3.275 -2.255 -0.510
H -7.461 -4.196 0.968
H -6.260 -5.485 1.295
H -6.992 -5.318 -0.294
H -3.560 1.211 0.760
C 7.174 -0.016 2.342
O 7.591 1.345 2.178
C 8.868 1.570 2.460
O 9.672 0.752 2.828
O 9.116 2.867 2.265
C 10.463 3.252 2.534
H 6.120 -0.054 2.080
H 7.733 -0.670 1.675
H 7.298 -0.335 3.375
H 11.153 2.723 1.879
H 10.718 3.061 3.575
H 10.519 4.319 2.336
C -5.595 2.029 -7.931
O -5.744 2.367 -6.556
C -5.041 1.583 -5.723
O -4.337 0.669 -6.067
O -5.259 1.994 -4.486
C -4.568 1.244 -3.466
H -6.209 2.733 -8.486
H -4.556 2.127 -8.244
H -5.943 1.015 -8.120
H -3.495 1.313 -3.609
H -4.885 0.204 -3.478
H -4.842 1.689 -2.519
*
```

***

Record 3
Here is a molecular structure, C21H37BEuN11O7S in a non-equilibrium geometry from the Open Molecules 2025 dataset. Energies are from the ωB97M-V functional and the def2-TZVPD basis.

Results
HOMO-LUMO gap (spin up / spin down) = 5.8 / 7.8 eV
⟨S²⟩ = 12.011
relative energy (zero: lowest compared OMol25 entry of this formula, charge and spin) = 0.0000 eV
E = -83942.469 eV

Geometry as ORCA input:
```
! wB97M-V def2-TZVPD RIJCOSX def2/J DEFGRID3
* xyz 0 7
Eu 14.695 11.667 9.444
C 16.462 7.803 10.668
C 15.576 7.292 9.523
C 15.667 5.749 9.362
C 14.090 7.740 9.679
C 12.921 6.882 9.683
C 11.850 7.737 9.745
N 12.306 9.014 9.858
N 13.667 9.015 9.726
B 11.659 10.374 10.316
N 12.312 10.754 11.663
C 11.748 11.024 12.883
C 12.739 11.271 13.821
C 13.959 11.158 13.065
N 13.679 10.805 11.790
C 15.397 11.268 13.519
C 15.535 12.429 14.501
C 15.857 9.956 14.195
N 10.147 10.702 10.053
C 8.978 10.239 10.593
C 7.923 10.870 9.960
C 8.554 11.753 9.007
N 9.873 11.592 9.082
C 7.920 12.749 8.059
C 6.384 12.656 8.063
C 8.372 14.178 8.397
H 17.450 7.339 10.576
H 16.002 7.494 11.614
H 16.557 8.898 10.583
H 15.876 7.797 8.570
H 15.273 5.259 10.250
H 16.734 5.452 9.283
H 15.155 5.392 8.462
H 13.005 5.807 9.571
H 10.784 7.473 9.706
H 12.153 11.158 9.528
H 10.677 11.025 13.040
H 12.683 11.514 14.871
H 15.987 11.458 12.618
H 15.046 12.156 15.439
H 15.037 13.313 14.085
H 16.583 12.638 14.732
H 15.283 9.766 15.105
H 16.910 9.982 14.433
H 15.711 9.143 13.491
H 8.934 9.448 11.344
H 6.857 10.747 10.096
H 8.275 12.501 7.049
H 5.961 12.826 9.077
H 6.048 11.688 7.734
H 5.942 13.400 7.385
H 7.831 14.531 9.291
H 8.123 14.859 7.578
H 9.452 14.198 8.575
N 14.686 14.899 6.894
N 13.589 14.385 6.159
C 13.191 13.130 6.100
N 12.089 12.871 5.452
N 13.908 12.181 6.743
N 13.813 10.894 6.412
O 12.849 10.373 5.759
O 14.746 10.116 6.835
H 15.435 14.208 6.853
H 14.388 14.902 7.869
H 13.032 15.090 5.667
H 11.695 13.592 4.857
H 11.915 11.875 5.294
O 17.053 11.190 9.941
C 17.447 12.111 9.207
O 16.728 12.889 8.543
H 18.549 12.253 9.132
C 13.799 16.201 10.740
S 13.587 14.424 10.872
O 13.302 13.924 9.522
O 12.505 14.305 11.825
O 14.876 13.803 11.268
H 13.887 16.602 11.754
H 12.914 16.623 10.285
H 14.653 16.394 10.100
*
```